No. 1
This record from the OMol25 dataset describes a molecular structure, C24H68FeN2O21PY in a non-equilibrium geometry. The level of theory is wB97M-V/def2-TZVPD.

Atoms and positions in Å:
Fe (-13.4144, 31.5003, -27.0100)
Y (-8.2834, 32.6934, -24.1844)
P (-10.5036, 32.4855, -25.6386)
O (-10.5821, 32.8121, -24.0826)
O (-11.8198, 32.4785, -26.3951)
O (-9.5600, 31.3174, -25.4948)
O (-9.3761, 33.4973, -25.9738)
C (-8.3804, 29.1938, -21.0185)
C (-7.9545, 30.1164, -22.1450)
C (-7.4611, 29.2803, -23.3438)
O (-7.1011, 30.1517, -24.4104)
C (-6.7840, 29.4167, -25.5796)
N (-9.0918, 30.9934, -22.5674)
H (-7.5222, 28.5281, -20.8889)
H (-9.2716, 28.6350, -21.2933)
H (-8.4191, 29.7460, -20.0796)
H (-7.1327, 30.7570, -21.8174)
H (-8.3096, 28.6512, -23.6369)
H (-6.5894, 28.6631, -23.1151)
H (-7.4007, 28.5207, -25.6389)
H (-5.7518, 29.0827, -25.7344)
H (-6.9757, 30.0704, -26.4313)
H (-9.8306, 30.4564, -23.0305)
H (-9.5532, 31.0995, -21.6626)
C (-10.8526, 36.8798, -27.0783)
C (-9.3794, 37.3025, -26.9612)
O (-8.5465, 36.2341, -26.5077)
O (-11.2267, 36.5522, -28.4183)
H (-11.4587, 37.7201, -26.7363)
H (-11.1009, 36.0443, -26.4168)
H (-9.2638, 38.1822, -26.3278)
H (-9.0185, 37.5945, -27.9512)
H (-8.9430, 35.3614, -26.6432)
H (-11.1116, 35.5994, -28.5089)
C (-13.0060, 35.4133, -23.4000)
C (-12.0006, 36.5363, -23.6420)
O (-11.7803, 37.2176, -22.4297)
O (-12.3412, 34.2693, -22.8768)
H (-13.5151, 35.1012, -24.3237)
H (-13.7962, 35.6822, -22.7010)
H (-12.3587, 37.1859, -24.4391)
H (-11.0893, 36.0368, -23.9901)
H (-11.4255, 36.6365, -21.7526)
H (-11.7641, 33.7833, -23.5206)
C (-8.1171, 35.1735, -21.9954)
C (-7.9534, 35.9579, -23.2776)
O (-7.5354, 35.0609, -24.3434)
O (-8.7329, 33.9152, -22.2712)
H (-8.7307, 35.5876, -21.1964)
H (-7.1228, 34.9607, -21.5878)
H (-7.2997, 36.8187, -23.1500)
H (-8.9493, 36.3221, -23.5457)
H (-7.4671, 35.6595, -25.1134)
H (-9.1121, 33.5831, -21.4530)
C (-5.0185, 33.2785, -23.9077)
C (-5.1047, 32.8067, -25.3664)
O (-6.4492, 32.9733, -25.8236)
O (-6.0748, 32.6684, -23.1245)
H (-5.0438, 34.3445, -23.6975)
H (-4.0557, 32.9182, -23.5391)
H (-4.7548, 31.7948, -25.5631)
H (-4.4973, 33.5382, -25.9060)
H (-6.4349, 33.2343, -26.7501)
H (-5.6953, 32.1980, -22.3778)
C (-8.3335, 32.2412, -29.3879)
C (-8.8122, 33.6879, -29.4339)
O (-10.1117, 33.9016, -28.9199)
O (-8.2395, 31.8231, -27.9919)
H (-7.3900, 32.1781, -29.9297)
H (-9.0599, 31.5654, -29.8476)
H (-8.7679, 34.0827, -30.4553)
H (-8.1699, 34.4238, -28.9322)
H (-10.0115, 33.9558, -27.9494)
H (-8.8366, 32.4318, -27.5579)
C (-9.4073, 28.4650, -27.4969)
C (-10.2977, 28.2947, -28.7240)
O (-11.3238, 27.3628, -28.4700)
O (-10.1347, 28.8929, -26.3636)
H (-8.6974, 29.2576, -27.7556)
H (-8.8271, 27.5741, -27.2451)
H (-9.6956, 27.9656, -29.5796)
H (-10.7961, 29.2537, -28.9293)
H (-12.0380, 27.4821, -29.0981)
H (-9.8870, 29.8242, -26.1670)
C (-14.2058, 31.6576, -23.9068)
C (-13.3585, 31.0712, -22.7561)
O (-12.0499, 30.7464, -23.1477)
O (-14.1642, 30.8645, -25.1104)
H (-13.8767, 32.6645, -24.1768)
H (-15.2452, 31.8762, -23.6490)
H (-13.9583, 30.2278, -22.4134)
H (-13.2308, 31.8233, -21.9762)
H (-11.5874, 31.5321, -23.5023)
H (-14.8150, 30.1608, -24.9917)
C (-13.6555, 32.5133, -32.9689)
O (-13.0552, 33.2499, -31.9270)
C (-11.9801, 32.6703, -31.2552)
C (-12.3684, 31.7725, -30.0504)
N (-12.8458, 32.5231, -28.8749)
C (-13.9548, 33.4556, -29.1613)
C (-14.4605, 34.0680, -27.8531)
O (-14.9525, 32.9963, -27.0420)
C (-15.8631, 33.4603, -26.0474)
H (-14.2192, 31.6539, -32.5904)
H (-12.8839, 32.1830, -33.6690)
H (-14.3840, 33.0963, -33.5285)
H (-11.2927, 33.4680, -30.9655)
H (-11.3175, 32.1129, -31.9308)
H (-11.4496, 31.2251, -29.8175)
H (-12.9829, 30.9178, -30.3398)
H (-12.0597, 33.0305, -28.4839)
H (-14.7856, 32.9274, -29.6273)
H (-13.6236, 34.2473, -29.8335)
H (-15.2932, 34.6853, -28.2006)
H (-13.7562, 34.7149, -27.3255)
H (-15.3888, 34.0641, -25.2744)
H (-16.2058, 32.5218, -25.6101)
H (-16.7640, 33.9613, -26.4019)

Computed properties:
M ... 896.53 g/mol
HOMO (spin up / spin down) ... -13.67 / -13.67 eV
Orbital gap (spin up / spin down) ... 0.3146 / 0.2955 hartree
Spin multiplicity ... 5
Total charge ... +2
Lowest unoccupied orbital energy (spin up / spin down) ... -5.109 / -5.628 eV
Expectation value of S² ... 6.0069

No. 2
This record from the OMol25 dataset describes 9 unconnected molecules or ions with the total composition C24H68N5O11 in a non-equilibrium geometry. The level of theory is wB97M-V/def2-TZVPD.

Atoms and positions in Å:
C (-0.4015, 0.3972, -0.1663)
O (0.1075, 0.7875, 0.9788)
O (-0.7475, -0.8581, -0.3104)
O (-0.1996, 1.1091, -1.1939)
H (-0.5589, -1.2692, 0.4868)
C (-7.6249, -0.5356, -2.4783)
C (-6.5412, -1.6129, -2.8260)
C (-5.0648, -1.1046, -2.5954)
O (-4.1974, -2.1203, -2.8744)
C (-2.9166, -2.1888, -2.3423)
N (-6.7223, -2.8624, -2.1644)
H (-7.8155, -0.4267, -1.5421)
H (-8.5146, -1.0206, -2.8693)
H (-7.5978, 0.4591, -3.0001)
H (-6.6337, -1.8463, -3.9660)
H (-5.1522, -1.1334, -1.5372)
H (-4.8228, -0.1537, -3.0644)
H (-3.0007, -1.9956, -1.3658)
H (-2.2902, -1.3912, -2.5202)
H (-2.4958, -3.1111, -2.5024)
H (-5.9256, -3.3467, -2.3958)
H (-7.5909, -3.2309, -2.3276)
C (2.9957, -1.7159, 0.8447)
C (2.7514, -1.8155, 2.3894)
C (3.5967, -0.9139, 3.1908)
O (4.9751, -1.2688, 2.9673)
C (5.8488, -0.1941, 3.0147)
N (1.4163, -1.3742, 2.4982)
H (4.0325, -1.7876, 0.6393)
H (2.6247, -0.7973, 0.2838)
H (2.5302, -2.7250, 0.4615)
H (2.7517, -2.8865, 2.6660)
H (3.4787, -0.7761, 4.3029)
H (3.6549, 0.1869, 2.5752)
H (5.8788, 0.6148, 2.3930)
H (6.7685, -0.7751, 2.8761)
H (6.0235, 0.2147, 4.1285)
H (1.0678, -0.5335, 2.1023)
H (1.1766, -1.2891, 3.3861)
C (1.0443, -3.2207, -4.7051)
C (0.9099, -2.9101, -3.1922)
C (0.8452, -4.1378, -2.3520)
O (-0.0113, -5.0399, -2.8964)
C (0.0914, -6.2882, -2.1721)
N (1.9073, -1.9771, -2.6944)
H (1.0805, -2.3478, -5.1833)
H (0.1516, -3.6422, -4.9119)
H (1.6818, -4.1156, -4.9745)
H (-0.1356, -2.4361, -3.0587)
H (0.7668, -3.9575, -1.2529)
H (1.8145, -4.6039, -2.4393)
H (0.2014, -6.2750, -1.0253)
H (0.9049, -6.8530, -2.5327)
H (-0.6680, -6.9514, -2.3876)
H (1.7037, -1.7673, -1.6316)
H (2.0457, -0.9565, -3.1876)
C (0.2931, 0.7770, 4.9878)
C (-1.1738, 0.2818, 4.8404)
C (-2.2259, 1.4212, 5.1699)
O (-1.9813, 1.8310, 6.4641)
C (-2.8776, 2.8168, 6.8128)
N (-1.4379, -0.1722, 3.4386)
H (0.3192, 1.6302, 4.2441)
H (1.2103, 0.0871, 4.9471)
H (0.4523, 1.3725, 6.0002)
H (-1.3157, -0.5717, 5.4038)
H (-2.9847, 0.8455, 5.2842)
H (-2.0851, 2.0884, 4.4681)
H (-2.9524, 3.6316, 6.2295)
H (-2.7553, 3.1239, 7.9578)
H (-3.7416, 2.5897, 6.7762)
H (-0.9577, 0.2373, 2.7298)
H (-2.3580, -0.0038, 3.3902)
C (2.9006, 3.0832, 3.2231)
C (2.4698, 3.4331, 1.8662)
C (2.9895, 2.5683, 0.7361)
O (4.4693, 2.7229, 0.7331)
C (4.9802, 1.6883, -0.2058)
N (0.9651, 3.4457, 1.8380)
H (3.8462, 3.4023, 3.1251)
H (2.5817, 2.0813, 3.3610)
H (2.6918, 3.7591, 3.9181)
H (2.5499, 4.5523, 1.5247)
H (2.5690, 2.9305, -0.3161)
H (2.6185, 1.5763, 0.9957)
H (4.4936, 0.6912, -0.1955)
H (6.1586, 1.4715, -0.2172)
H (5.0170, 2.1609, -1.2559)
H (0.6283, 2.4896, 1.7580)
H (0.8272, 4.0077, 1.0020)
C (1.7722, 1.3329, -4.3212)
O (1.9572, 1.1925, -2.9690)
H (0.7857, 1.2856, -4.5967)
H (2.3491, 0.6610, -4.6886)
H (2.0377, 2.2473, -4.5336)
H (1.0705, 1.0415, -2.3200)
C (-2.7470, 2.2461, -3.8459)
O (-3.0301, 1.6482, -5.1620)
H (-1.9935, 3.0067, -4.1091)
H (-2.3247, 1.6391, -3.0991)
H (-3.5336, 2.9936, -3.4716)
H (-4.0003, 1.9129, -5.2337)
C (0.6194, 4.1842, -1.8158)
O (-0.4362, 3.7171, -1.0286)
H (0.2355, 4.8649, -2.6393)
H (0.8915, 3.3402, -2.3597)
H (1.3442, 4.6539, -1.1867)
H (-0.3809, 2.7537, -1.2001)

Computed properties:
M ... 602.83 g/mol
HOMO ... -5.89 eV
Orbital gap ... 0.3076 hartree
Total charge ... -1
Energy relative to the best compared isomer or geometry (same formula, charge and spin) ... 2.2030 eV
Lowest unoccupied orbital energy ... 2.477 eV